Record 1
{
  "formula": "C46H36FeGeN5OS3",
  "method": "ωB97M-V/def2-TZVPD",
  "elements": ["N", "H", "H", "H", "H", "H", "C", "H", "H", "C", "C", "H", "C", "H", "C", "O", "N", "C", "H", "H", "H", "S", "H", "C", "C", "C", "H", "C", "S", "C", "C", "Ge", "C", "N", "C", "H", "H", "H", "C", "C", "C", "C", "C", "C", "H", "C", "C", "C", "H", "C", "C", "C", "H", "C", "H", "C", "C", "H", "H", "H", "H", "H", "C", "C", "C", "C", "C", "H", "C", "H", "C", "H", "N", "H", "H", "H", "C", "C", "H", "S", "C", "Fe", "N", "C", "C", "H", "C", "H", "C", "C", "C", "H", "C"],
  "coordinates": [[6.71110, -4.08190, -1.66420], [-1.60160, 3.38570, -4.11680], [-2.65650, -1.09430, -2.94940], [-0.85310, 2.06130, -5.90690], [-0.25020, -1.39560, 5.51890], [4.20610, 3.49630, 0.45620], [-4.58230, -1.84820, 0.78390], [-3.59950, -2.41020, 2.57760], [-2.93340, -0.32110, -7.80300], [0.86210, 1.61090, -4.70670], [-3.93530, -1.06580, -4.66610], [0.13890, -3.03780, -3.61230], [3.88090, 2.22770, 2.19540], [-1.65840, 1.78700, -2.24930], [1.76570, -3.90140, -4.69890], [-1.14520, 2.21920, 0.21570], [-0.23790, -0.18020, 1.84890], [-4.49840, -1.06120, -0.38320], [-5.46170, -2.45540, 0.96170], [-0.79510, -0.03240, -6.61110], [4.81870, 2.48450, 2.67390], [2.14520, -0.10360, -1.66960], [3.99300, -2.16290, -6.54990], [3.14710, -2.35800, -5.90070], [-1.70430, 3.77830, -3.10590], [3.81410, -2.19620, -1.63980], [0.00960, 4.19680, -6.74860], [-0.60590, 4.51970, -1.07580], [-1.87560, 3.30850, -0.44380], [3.55500, 2.78030, 0.93780], [-3.54740, -1.81710, 1.67650], [0.16370, -0.07640, -3.83030], [1.28160, -1.53930, -4.61370], [3.80120, -7.02100, -1.44640], [-0.35080, 4.17230, -2.52950], [0.27810, 4.42700, -0.45150], [2.13090, 2.67720, -0.66260], [-1.04930, 5.51010, -0.96050], [-2.22900, 2.71650, -2.16350], [-0.25340, -1.04840, 4.49190], [-3.33230, -0.34560, -0.58060], [2.49790, -1.83390, -1.47300], [-1.30720, -0.87430, 2.32900], [3.00920, 1.35320, 2.77860], [-2.37670, 4.64430, -3.12970], [0.80100, -0.28900, 4.02190], [0.98540, -2.84880, -4.25920], [1.80300, 0.99150, 2.12990], [-4.80900, -1.40240, -4.11880], [5.57820, -3.84470, -1.61940], [3.56210, -5.88900, -1.38660], [0.12170, 2.40230, -5.58100], [-5.30030, -1.02620, -1.10550], [-2.73470, -0.87570, -4.00410], [1.53430, -4.91250, -4.38910], [4.22660, -3.52860, -1.54070], [-4.02610, -0.83190, -6.03020], [3.46860, -4.47750, -5.86390], [-4.97330, -0.95380, -6.54720], [-3.22480, 0.27000, -1.46430], [1.61300, -0.00550, 4.67310], [2.60840, -0.29230, -5.73430], [-1.32450, -1.33680, 3.66510], [-2.39570, -1.03560, 1.42390], [2.39480, 2.33460, 0.33390], [-1.60940, -0.43080, -4.68230], [0.79350, 0.14990, 2.67810], [2.21670, 5.02930, -6.00940], [2.36870, -1.30870, -5.44350], [3.25170, 0.92250, 3.73970], [1.83790, 4.08300, -5.64000], [1.16770, -4.88980, -0.91440], [1.54970, 1.47570, 0.86620], [-3.29610, 2.53220, -2.27040], [4.55550, -1.43280, -1.84060], [3.53880, 3.68620, -4.39770], [-2.88760, -0.46630, -6.73160], [3.23370, -4.53610, -1.33860], [-2.17170, -1.89130, 4.04050], [-0.11130, -2.41920, -0.71710], [1.91490, -4.13700, -1.11890], [-0.11960, 0.19480, -0.06290], [-2.30390, -0.33620, 0.24050], [0.60220, 3.61170, -6.05250], [0.40380, 0.12890, -1.91850], [0.31640, 3.31030, -2.59090], [1.52000, -2.80490, -1.13430], [0.11100, 4.99580, -3.07720], [2.58030, 3.32490, -4.74580], [-1.69270, -0.28450, -6.06330], [2.09800, 2.11060, -4.29650], [2.68470, 1.53410, -3.59630], [2.85160, -3.65620, -5.52090]],
  "forces_ev_per_a": [[-0.590, 0.104, -0.011], [-0.132, 0.067, 0.024], [-0.080, 0.009, 0.114], [-0.039, 0.073, -0.023], [-0.030, -0.005, 0.048], [-0.037, -0.002, -0.121], [0.135, -0.049, 0.307], [0.014, -0.063, 0.065], [-0.011, -0.007, -0.089], [-0.381, -0.236, 0.300], [-0.356, -0.089, -0.085], [-0.057, -0.082, 0.111], [-0.135, -0.154, 0.181], [-0.006, 0.004, 0.153], [-0.018, -0.183, 0.002], [0.277, -0.347, 0.773], [0.086, -0.279, 0.516], [-0.077, 0.217, -0.305], [0.023, -0.068, 0.105], [0.032, 0.054, -0.178], [-0.016, -0.020, 0.096], [0.197, -0.563, 0.346], [0.026, 0.003, 0.008], [0.198, -0.033, -0.156], [0.140, 0.038, -0.104], [0.417, -0.484, 0.097], [-0.028, -0.016, 0.031], [-0.395, -0.258, -0.062], [0.129, 0.474, -1.006], [0.049, 0.224, -0.235], [-0.366, -0.249, 0.058], [0.174, -0.297, -0.276], [-0.348, 0.529, 0.308], [-0.123, 0.734, 0.047], [0.000, 0.078, -0.153], [-0.060, -0.072, 0.266], [0.016, 0.047, -0.136], [0.023, 0.070, 0.006], [-0.163, 0.384, 0.263], [0.024, 0.074, -0.135], [-0.246, 0.001, -0.149], [-0.457, 0.221, -0.285], [-0.368, -0.003, -0.137], [0.306, 0.081, 0.264], [0.011, -0.021, -0.050], [0.081, -0.070, 0.160], [-0.222, -0.005, 0.048], [-0.373, -0.249, 0.071], [0.044, 0.007, 0.040], [2.068, -0.488, -0.194], [0.452, -2.216, -0.008], [-0.073, -0.348, -0.088], [-0.040, 0.044, -0.085], [0.156, 0.029, 0.286], [-0.003, -0.043, 0.012], [-1.909, -0.012, 0.105], [-0.108, -0.049, 0.028], [0.033, -0.016, 0.007], [0.072, -0.024, 0.036], [0.005, 0.013, -0.130], [0.052, -0.028, 0.054], [0.075, 0.026, -0.019], [-0.053, -0.175, 0.142], [0.320, 0.017, 0.355], [0.058, 0.189, -0.127], [0.568, 0.130, 0.235], [0.290, 0.273, 0.058], [-0.013, 0.001, 0.024], [-0.032, 0.261, -0.043], [0.002, -0.074, 0.044], [-0.008, 0.018, -0.005], [-0.064, -0.054, -0.004], [-0.583, -0.368, -0.301], [-0.018, -0.114, 0.087], [0.030, 0.015, -0.028], [0.076, -0.003, 0.029], [-0.136, 0.012, -0.260], [-0.145, 2.290, 0.011], [-0.028, -0.014, -0.014], [-0.023, 0.237, 0.268], [0.675, -0.661, -0.142], [-0.212, 0.047, -0.795], [0.875, 0.132, -0.282], [0.043, 0.315, -0.218], [0.000, 0.490, -0.288], [0.026, 0.003, 0.015], [-0.368, 0.698, 0.142], [0.033, 0.010, 0.010], [0.122, 0.199, -0.142], [0.136, 0.028, 0.067], [0.103, -0.217, 0.091], [0.110, -0.009, 0.065], [0.147, -0.152, -0.110]],
  "homo_ha": [0.0200, -0.0627],
  "charge": -2,
  "relative_energy_kj_mol": 73.7,
  "spin_multiplicity": 6,
  "orbital_gap_ev": [3.2, 5.4],
  "energy_ev": -181191.5072
}

---

Record 2
{
  "formula": "C33H40N4P2PbTe",
  "method": "ωB97M-V/def2-TZVPD",
  "elements": ["H", "H", "H", "Te", "C", "H", "C", "H", "C", "H", "H", "H", "Pb", "C", "C", "C", "C", "H", "H", "H", "C", "N", "H", "H", "H", "C", "H", "C", "C", "C", "H", "H", "H", "C", "C", "C", "C", "H", "H", "H", "P", "C", "C", "C", "H", "N", "H", "H", "H", "H", "C", "H", "N", "H", "C", "C", "H", "C", "C", "H", "C", "C", "C", "H", "C", "C", "H", "C", "N", "H", "P", "H", "H", "C", "H", "H", "C", "C", "H", "H", "H"],
  "coordinates": [[0.07115, 0.25846, -9.22585], [-2.61162, 1.92623, -1.19004], [5.19116, -3.12342, 0.58009], [-0.22163, -0.82751, 1.27281], [-2.88855, 2.52695, -3.31856], [0.89770, 2.71925, -9.30249], [-2.89646, 1.72554, -4.48598], [4.21524, -4.76921, -1.33121], [-1.16046, 2.31093, -8.76517], [-2.57957, -0.49535, -4.66910], [-1.90087, -0.95977, -8.73964], [-1.75703, 1.44176, 5.44080], [0.05210, 1.55520, -0.82841], [1.54654, 1.25769, 0.98648], [3.91679, -3.74338, -1.16385], [-2.12290, 0.55187, -7.22714], [0.84430, 0.60426, -7.20792], [1.39674, 0.02024, -6.46785], [2.21724, 2.64483, -1.22855], [2.43528, 1.87825, 0.82114], [0.17872, 0.60723, 5.90561], [2.88519, -1.72097, -1.37449], [2.32556, -3.31906, -2.69688], [0.30485, 1.21542, 6.80246], [1.48815, -1.75820, -4.01374], [3.76670, -1.65630, -0.27550], [-3.05093, 2.07630, -5.49230], [0.27812, 2.74005, -8.37835], [4.33682, 1.92532, -3.66792], [4.42705, -2.87448, -0.14872], [-0.24793, -2.82838, -2.55634], [-1.10549, -2.11093, -3.91758], [-4.11036, -1.68229, -3.34294], [-2.60487, 1.68999, -2.24736], [3.71704, 2.88882, -2.81558], [1.07954, -0.98678, 4.28719], [0.08561, -0.22316, -8.23153], [-1.11222, 1.59116, -9.59872], [-1.66860, 3.19153, -9.20623], [0.93197, 1.58874, 1.84472], [1.66184, -0.47670, -1.87635], [2.97288, -3.02103, -1.88503], [0.01377, -0.64343, 3.42045], [1.15488, -0.32444, 5.53105], [0.63890, -1.16332, -8.40869], [-2.41705, 0.37508, -2.72460], [-4.89315, -3.92254, 0.31020], [1.91655, 0.23439, 1.18167], [0.24101, 3.81512, -8.10986], [-2.57098, -2.45256, 0.54336], [0.82334, -1.13021, -3.39253], [-1.35788, -1.44094, -7.15746], [2.75741, 0.86727, -2.42638], [3.82197, -0.76457, 0.32381], [0.91685, 1.93451, -7.25068], [3.74563, 0.69110, -3.39516], [1.98470, -0.51309, 6.21548], [-0.96684, 0.77318, 5.11682], [-2.61166, 0.42202, -4.09478], [-3.05800, 3.59871, -3.30008], [-4.44561, -3.27562, -0.41997], [-1.07514, 0.10852, 3.88530], [-1.35935, -0.57926, -7.84875], [3.95645, -0.28792, -3.77787], [-4.07766, -2.14878, -2.37052], [-0.49413, -1.86976, -3.03877], [3.92837, 3.94570, -2.74035], [-3.25833, -2.57904, -0.29396], [-2.99612, -1.90591, -1.50263], [-2.88897, 0.25110, -6.51458], [-1.57415, -0.99135, -1.80906], [-1.92763, 0.23655, 3.22048], [5.11597, 2.13438, -4.37823], [-4.96478, -2.99095, -1.72432], [1.52396, 2.51823, -6.55019], [-5.89200, -3.37105, -2.14013], [2.77737, 2.22316, -2.05235], [-2.00682, 1.83381, -7.61479], [0.59473, -0.26193, -4.03986], [1.83071, -1.71747, 3.97592], [-2.61505, 2.62990, -7.18666]],
  "forces_ev_per_a": [[0.270, -0.162, 0.695], [-0.233, -0.198, -0.138], [-0.215, 0.179, -0.148], [0.633, -0.976, 2.031], [0.255, -0.691, 0.624], [-0.172, -0.152, 0.608], [0.271, -0.967, 0.552], [-0.110, 0.169, -0.102], [-0.105, 0.455, -0.660], [0.172, 0.261, 0.023], [0.280, 0.225, 0.310], [0.045, -0.116, -0.019], [0.001, 0.487, -0.533], [-0.846, -0.849, 1.692], [-0.871, 1.069, -0.462], [-0.379, 0.813, -0.734], [-0.069, -0.106, -0.313], [-0.103, 0.290, 0.090], [0.187, -0.122, -0.073], [-0.309, 0.023, -0.459], [-0.320, -0.059, -0.509], [-1.195, 0.711, -0.119], [0.244, -0.090, 0.017], [-0.059, -0.341, -0.170], [-0.271, 0.133, 0.414], [0.115, -0.750, -0.036], [-0.157, -0.154, 0.314], [-0.002, 0.646, 0.043], [-0.931, -0.990, 0.648], [-0.912, 1.066, -0.394], [-0.240, 0.148, 0.027], [0.401, 0.060, -0.041], [-0.077, -0.128, 0.108], [-0.003, 0.175, -0.493], [-0.660, -0.802, 0.341], [0.084, 0.498, 0.041], [0.566, -0.416, -0.659], [-0.276, 0.201, 0.542], [0.276, -0.359, 0.246], [0.911, 0.123, -0.125], [3.311, 0.484, -0.642], [0.387, -0.611, 0.357], [-0.450, -0.118, -0.914], [0.036, -0.470, -0.625], [-0.197, 0.284, 0.179], [1.080, -0.569, 0.463], [-0.050, 0.050, 0.192], [0.418, 0.546, 0.311], [0.136, -0.570, 0.107], [-0.294, -0.286, -0.257], [-0.022, 0.058, -0.325], [0.041, 0.264, -0.062], [-0.370, -1.605, 0.197], [0.208, 0.113, -0.087], [0.224, 0.155, -0.733], [0.230, 1.555, -0.091], [-0.203, -0.064, -0.361], [-0.054, -0.364, -0.280], [0.001, 0.635, -0.208], [-0.084, -0.300, 0.224], [1.025, 0.828, -0.363], [0.397, 0.975, 0.625], [-0.119, -0.470, 0.066], [0.020, -0.167, -0.172], [-0.161, -0.728, 0.722], [-0.390, -0.184, 0.047], [0.062, -0.132, -0.029], [-0.341, -0.331, -0.286], [0.095, -0.166, -0.014], [0.191, 0.283, -0.170], [-2.420, 1.652, -0.810], [0.040, 0.265, 0.414], [0.094, -0.163, -0.048], [0.784, 0.553, -0.415], [-0.191, -0.410, -0.057], [0.228, 0.153, 0.088], [0.342, 0.240, -0.590], [-0.257, -0.799, -0.344], [0.156, -0.010, 0.446], [-0.130, 0.403, 0.156], [0.025, -0.282, 0.110]],
  "homo_ha": [-0.4692, -0.4690],
  "charge": 2,
  "relative_energy_kj_mol": 194.6,
  "orbital_gap_ev": [3.8, 3.4],
  "energy_ev": -71926.8202
}